The following is a DFT calculation (ωB97M-V/def2-TZVPD) of a molecular structure, C3H5N3OS at a distorted geometry.

XYZ file:
```
13
Properties=species:S:1:pos:R:3:forces:R:3:lowdin_charge:R:1
C -0.29720 1.25470 -0.06366 1.54 -3.11 0.24 -0.24
C -1.37155 -1.01437 -0.12689 3.73 -0.97 2.48 -0.30
C 1.47161 -0.38797 0.76889 -1.65 -3.06 -1.10 -0.57
N -1.45077 1.24425 -0.60597 -0.91 2.25 -0.29 0.01
N -2.00810 0.01963 -0.52840 -3.63 0.69 -0.76 0.02
N 0.16422 0.04275 0.37306 -3.52 -1.22 -0.53 -0.06
O -1.49438 -2.17061 0.11353 0.14 1.00 -0.42 0.13
S 2.50426 -0.51054 -0.69530 1.18 -1.17 -0.08 0.73
H 0.32070 2.10651 -0.14622 0.45 1.02 0.24 0.12
H 1.47765 -1.42885 1.27224 -0.38 1.75 -0.72 0.12
H 1.87580 0.29982 1.39407 1.26 1.97 2.15 0.03
H -3.06429 0.02729 -0.60962 2.00 -0.33 -0.16 0.21
H 1.87205 0.51740 -1.14574 -0.23 1.19 -1.06 -0.19
```
Positions in Å, forces in eV/Å.

Values from the calculation:
Net charge ... 0
Kohn-Sham gap ... 9.34 eV
E_tot ... -754.92685 Ha
HOMO energy ... -8.67 eV
LUMO energy ... 0.669 eV
Energy above the lowest of the compared OMol25 structures with the same formula, charge and spin ... 3.053 eV

---

The following is a DFT calculation (ωB97M-V/def2-TZVPD) of a molecular structure, C21H27Ge2N3O6PdSSe at a distorted geometry.

XYZ file:
```
62
Properties=species:S:1:pos:R:3:forces:R:3:mulliken_spin:R:1
Pd -1.17251 -0.52336 -0.80228 0.54 -1.01 0.11 0.65
N -1.99647 0.90069 -2.39275 0.08 -0.02 0.61 0.02
N -2.97254 0.14276 -3.06507 -0.01 0.27 -0.29 0.00
C -2.98507 -1.24710 -2.89770 0.21 -0.47 0.15 0.00
O -3.95317 -1.86939 -3.32197 0.13 0.08 0.07 0.02
O -1.92782 -1.75164 -2.34531 -0.30 -0.11 -0.38 0.12
H -2.37172 1.48976 -1.64019 -0.16 0.25 -0.07 0.00
H -1.49262 1.46068 -3.06554 0.18 0.05 0.10 0.00
H -3.89226 0.55091 -3.10407 -0.03 0.02 0.07 0.00
O -1.28204 0.21166 1.57030 -0.69 0.42 -0.52 0.12
Se -2.73513 0.95423 1.01956 -0.92 0.34 0.00 -0.01
O -3.76115 1.30796 2.23702 0.83 -0.31 -0.25 0.00
O -3.39486 -0.22909 0.04117 0.04 0.62 0.41 0.01
O -2.31534 2.24718 0.09202 -0.22 -0.50 0.43 0.00
S -0.30483 -2.54804 0.21997 -0.24 0.28 -0.18 0.05
C -1.96644 -2.88326 0.62883 0.18 -0.22 -0.12 0.00
N -2.48336 -2.28493 1.71152 -0.06 0.28 0.23 0.00
C -3.76277 -2.39180 2.09963 0.03 0.05 0.04 0.00
C -4.60656 -3.23148 1.43001 -0.06 -0.01 0.05 0.00
C -4.11517 -3.88964 0.30303 0.04 -0.06 -0.14 0.00
C -2.80948 -3.71839 -0.10279 -0.02 -0.07 -0.11 -0.01
H -1.91589 -1.50023 2.06565 0.07 0.12 0.08 0.00
H -4.06292 -1.75628 2.92065 0.02 0.01 -0.02 0.00
H -5.63630 -3.32646 1.74179 0.03 0.02 -0.03 0.00
H -4.77720 -4.51255 -0.28566 0.03 0.01 0.00 0.00
H -2.42655 -4.14911 -1.01528 -0.03 -0.01 0.01 0.00
C 0.99571 -0.85198 3.48430 -0.18 0.03 0.12 0.00
Ge 2.12418 -0.55429 1.92285 -0.21 -0.21 0.01 0.00
C 3.52607 0.70510 2.45867 0.12 0.23 0.00 0.00
C 3.04099 -2.24433 1.54807 0.14 -0.13 -0.14 0.00
Ge 0.92164 0.30897 -0.00449 0.69 0.23 -0.11 0.04
C 0.80603 2.24742 0.22199 -0.36 0.12 -0.05 -0.01
C 0.68077 2.78994 1.49894 -0.01 0.15 0.01 0.00
C 0.55137 4.16266 1.68167 0.03 -0.13 -0.05 0.00
C 0.53086 5.00932 0.58191 0.02 -0.07 -0.05 0.00
C 0.65057 4.48120 -0.69842 -0.01 -0.07 0.09 0.00
C 0.78276 3.10933 -0.87403 0.11 0.08 0.11 0.00
C 2.10479 0.11431 -1.57718 0.00 -0.15 -0.32 0.00
C 1.59246 0.15541 -2.87991 0.23 -0.06 0.09 -0.01
C 2.43336 0.11125 -3.98549 0.06 0.00 0.09 0.00
C 3.80911 0.01186 -3.81101 -0.05 -0.02 0.06 0.00
C 4.33414 -0.05773 -2.52729 -0.09 0.00 0.05 0.00
C 3.48712 -0.01103 -1.42253 -0.03 0.06 -0.15 0.00
H 1.61904 -0.89618 4.38159 -0.03 -0.03 -0.03 0.00
H 0.47075 -1.80214 3.36418 0.01 0.05 0.03 0.00
H 0.25109 -0.06159 3.59239 0.05 -0.07 0.00 0.00
H 4.09396 0.25544 3.27880 -0.01 0.06 -0.04 0.00
H 3.09910 1.65150 2.79679 0.05 -0.06 0.00 0.00
H 4.21120 0.92314 1.63616 -0.02 -0.01 0.07 0.00
H 3.26061 -2.74017 2.49807 0.01 0.02 -0.06 0.00
H 3.98050 -2.08120 1.01267 -0.07 -0.02 0.06 0.00
H 2.41480 -2.90515 0.94947 0.03 -0.01 0.04 0.00
H 0.65483 2.13469 2.36350 -0.04 0.02 -0.03 0.00
H 0.44556 4.56728 2.68152 -0.01 -0.01 -0.02 0.00
H 0.41099 6.07736 0.72062 0.01 -0.01 -0.01 0.00
H 0.62938 5.13811 -1.55957 0.00 0.00 -0.01 0.00
H 0.87674 2.71096 -1.87771 0.00 -0.03 -0.03 0.00
H 0.52136 0.19323 -3.02994 -0.06 -0.01 0.00 0.01
H 2.01494 0.14485 -4.98455 -0.01 -0.01 0.02 0.00
H 4.46703 -0.02686 -4.67164 -0.02 0.00 0.02 0.00
H 5.40455 -0.15225 -2.38284 -0.02 0.00 0.00 0.00
H 3.92180 -0.07149 -0.43012 -0.02 0.02 -0.02 0.00
```
Positions in Å, forces in eV/Å.

Values from the calculation:
Net charge ... -1
Kohn-Sham gap (spin up / spin down) ... 7.01 / 7.58 eV
E_tot ... -8513.47718 Ha
HOMO energy (spin up / spin down) ... -5.26 / -5.74 eV
LUMO energy (spin up / spin down) ... 1.755 / 1.835 eV
Energy above the lowest of the compared OMol25 structures with the same formula, charge and spin ... 2.654 eV
2S+1 ... 2

---

The following is a DFT calculation (ωB97M-V/def2-TZVPD) of 2 unconnected molecules or ions with the total composition C2H4O4 at a distorted geometry.

XYZ file:
```
10
Properties=species:S:1:pos:R:3:forces:R:3:lowdin_charge:R:1
O 2.63500 -2.66664 0.58001 -1.99 2.45 1.62 0.03
O 2.53309 -0.48220 1.23910 0.60 -0.79 0.00 0.04
C 1.99078 -1.71135 1.03814 2.05 -1.28 -1.99 -0.34
H 3.50733 -0.53265 1.03834 -1.19 -0.11 0.18 0.14
H 0.89508 -1.66270 1.19543 0.52 -0.28 0.19 0.14
O -1.55109 2.23445 -1.74558 -1.55 -0.67 -0.40 0.05
O -2.45816 0.88075 -0.20550 -0.20 -0.12 -0.84 0.01
C -2.51646 1.58975 -1.40046 2.43 0.31 1.77 -0.33
H -1.53478 0.83208 0.16466 -1.13 0.57 -0.91 0.13
H -3.50076 1.51847 -1.90418 0.46 -0.08 0.39 0.14
```
Positions in Å, forces in eV/Å.

Values from the calculation:
Net charge ... 0
Kohn-Sham gap ... 11.51 eV
E_tot ... -379.56761 Ha
HOMO energy ... -11.08 eV
LUMO energy ... 0.429 eV
Energy above the lowest of the compared OMol25 structures with the same formula, charge and spin ... 0.839 eV
SMILES string ... O=CO.O=CO